Density functional theory data (ωB97M-V/def2-TZVPD) for a molecular structure, C10H20N2Si.

Computed properties:
Energy above the lowest of the compared OMol25 structures with the same formula, charge and spin   268.3 kJ/mol
LUMO energy   0.58 eV
Highest occupied orbital energy   -8.1 eV
Orbital gap   8.66 eV

Structure (ORCA input):
```
! RIJCOSX wB97M-V def2-TZVPD def2/J DEFGRID3
* xyz 0 1
C 2.233 -0.631 -1.602
C 3.924 -0.769 -0.266
C 1.736 -0.372 -0.376
C -1.813 -1.179 -1.647
C -3.209 0.463 -0.283
C -1.389 1.113 -1.950
C 2.877 -0.101 1.876
C -0.118 1.819 1.391
C -0.803 -1.188 1.822
C -1.748 0.096 -0.916
N 3.537 -0.881 -1.518
N 2.836 -0.418 0.455
Si -0.523 0.167 0.556
H 1.707 -0.669 -2.576
H 4.831 -0.725 0.192
H -1.743 -2.011 -1.101
H -2.705 -1.212 -2.269
H -1.019 -1.329 -2.298
H -3.566 1.347 -0.811
H -3.095 0.741 0.689
H -3.937 -0.358 -0.464
H -1.959 0.988 -2.961
H -1.563 2.168 -1.662
H -0.370 1.014 -2.355
H 2.582 -0.961 2.636
H 3.782 0.471 2.239
H 2.017 0.537 1.987
H -0.067 1.637 2.500
H 0.857 2.270 1.093
H -0.744 2.694 1.468
H -1.492 -1.901 1.382
H 0.069 -1.843 1.939
H -1.124 -0.977 2.830
*
```

Density functional theory data (ωB97M-V/def2-TZVPD) for 2 unconnected molecules or ions with the total composition H2N2O2S2.

Computed properties:
Energy above the lowest of the compared OMol25 structures with the same formula, charge and spin   56.2 kJ/mol
LUMO energy   -0.86 eV
Highest occupied orbital energy   -10.2 eV
Orbital gap   9.33 eV

Structure (ORCA input):
```
! RIJCOSX wB97M-V def2-TZVPD def2/J DEFGRID3
* xyz 0 1
N 1.913 -1.110 0.546
N -1.037 0.386 0.166
O -2.228 -1.867 -0.212
O 1.422 1.380 -0.418
S -0.983 -1.136 -0.093
S 2.450 0.067 -0.108
H 0.486 1.553 -0.068
H -2.024 0.727 0.187
*
```

Density functional theory data (ωB97M-V/def2-TZVPD) for 3 unconnected molecules or ions with the total composition C7H13NO.

Computed properties:
Energy above the lowest of the compared OMol25 structures with the same formula, charge and spin   705.1 kJ/mol
LUMO energy (spin up / spin down)   0.35 / 0.36 eV
Highest occupied orbital energy (spin up / spin down)   -7.3 / -7.3 eV
Orbital gap (spin up / spin down)   7.60 / 7.62 eV

Structure (ORCA input):
```
! RIJCOSX wB97M-V def2-TZVPD def2/J DEFGRID3
* xyz 0 1
C -1.523 -0.982 1.323
C 0.506 -1.904 -0.564
C -1.388 -0.102 2.522
N 0.174 -0.650 0.117
C 1.505 0.838 -1.398
C -0.400 0.334 -0.443
C 2.166 1.896 -0.940
C -1.280 1.268 -0.720
O 1.851 0.104 -2.488
H 2.746 0.346 -2.792
H -1.270 -2.026 1.473
H -2.431 -0.878 0.737
H 0.545 -2.697 0.184
H -0.218 -2.160 -1.340
H 1.493 -1.805 -1.014
H 1.837 2.416 -0.050
H 3.029 2.314 -1.465
H -0.995 2.078 -1.378
H -2.283 1.243 -0.320
H -0.370 -0.131 2.920
H -1.644 0.936 2.301
H -2.050 -0.441 3.332
*
```

Density functional theory data (ωB97M-V/def2-TZVPD) for a molecular structure, C5H6N2.

Computed properties:
Energy above the lowest of the compared OMol25 structures with the same formula, charge and spin   333.3 kJ/mol
LUMO energy   1.23 eV
Highest occupied orbital energy   -9.8 eV
Orbital gap   11.01 eV

Structure (ORCA input):
```
! RIJCOSX wB97M-V def2-TZVPD def2/J DEFGRID3
* xyz 0 1
N -0.810 -0.711 1.679
C 0.058 -1.538 1.311
C -0.793 -1.129 0.216
C -0.269 -0.123 -0.789
C -0.206 1.361 -0.324
C 1.261 1.083 -0.463
N 1.225 -0.134 -0.868
H -1.618 -1.767 -0.100
H -0.729 -0.280 -1.770
H -0.624 2.105 -1.008
H -0.568 1.538 0.694
H 2.164 1.672 -0.289
H 0.908 -2.077 1.710
*
```

Density functional theory data (ωB97M-V/def2-TZVPD) for a gas-phase ion, C5H13N2 (charge +1).

Computed properties:
Energy above the lowest of the compared OMol25 structures with the same formula, charge and spin   298.9 kJ/mol
LUMO energy   -3.37 eV
Highest occupied orbital energy   -12.4 eV
SMILES string   N/C=C/CCC[NH3+]
Orbital gap   9.00 eV

Structure (ORCA input):
```
! RIJCOSX wB97M-V def2-TZVPD def2/J DEFGRID3
* xyz 1 1
N -1.232 1.776 -1.672
C -0.886 0.416 -1.451
C -1.150 -0.255 -0.307
C -0.672 -1.555 0.130
C 0.641 -1.414 1.089
C 1.659 -0.364 0.689
N 1.170 1.016 1.174
H -1.990 1.830 -2.346
H -0.612 2.545 -1.871
H -0.839 -0.168 -2.386
H -2.032 0.180 0.154
H -0.440 -2.155 -0.778
H -1.461 -2.004 0.746
H 0.242 -1.255 2.094
H 1.164 -2.354 1.030
H 2.563 -0.531 1.289
H 1.969 -0.319 -0.358
H 0.621 0.829 2.010
H 0.571 1.547 0.524
H 1.877 1.706 1.447
*
```

Density functional theory data (ωB97M-V/def2-TZVPD) for a gas-phase ion, C4H8NO (charge +1).

Computed properties:
Energy above the lowest of the compared OMol25 structures with the same formula, charge and spin   240.9 kJ/mol
LUMO energy   -5.09 eV
Highest occupied orbital energy   -15.4 eV
SMILES string   C#[N+][C@H](O)CC
Orbital gap   10.31 eV

Structure (ORCA input):
```
! RIJCOSX wB97M-V def2-TZVPD def2/J DEFGRID3
* xyz 1 1
C 2.419 -0.645 1.084
N 1.291 -0.666 0.920
C -0.129 -0.377 1.018
O -0.799 -1.212 1.957
C -0.879 -0.357 -0.413
C -0.060 0.614 -1.294
H 3.528 -0.758 1.187
H -0.263 0.729 1.408
H -0.682 -2.172 1.872
H -1.050 -1.338 -0.880
H -1.881 0.183 -0.181
H 0.839 -0.040 -1.502
H 0.144 1.555 -0.882
H -0.469 0.656 -2.282
*
```

Density functional theory data (ωB97M-V/def2-TZVPD) for 2 unconnected molecules or ions with the total composition C10H16O.

Computed properties:
Energy above the lowest of the compared OMol25 structures with the same formula, charge and spin   74.4 kJ/mol
LUMO energy (spin up / spin down)   -3.87 / -7.52 eV
<S²>   0.77
Highest occupied orbital energy (spin up / spin down)   -14.0 / -14.5 eV
Orbital gap (spin up / spin down)   10.17 / 7.00 eV

Structure (ORCA input):
```
! RIJCOSX wB97M-V def2-TZVPD def2/J DEFGRID3
* xyz 1 2
C -0.038 1.554 1.839
C 0.389 3.025 1.975
C 0.320 1.011 0.512
C -0.622 0.947 -0.540
C 1.610 0.407 0.393
C -0.338 0.254 -1.688
C 1.935 -0.246 -0.748
C 0.959 -0.286 -1.801
O 1.435 -0.731 -2.937
H 0.367 0.909 2.627
H -1.098 1.433 2.100
H 0.049 3.581 1.101
H -1.585 1.393 -0.369
H 2.343 0.623 1.152
H -0.882 0.484 -2.598
H 2.862 -0.744 -0.977
H 0.740 -1.228 -3.416
H 1.475 3.082 1.961
H 0.080 3.495 2.906
C -2.392 -3.385 0.975
C -2.172 -1.859 1.177
H -3.459 -3.563 0.859
H -1.728 -3.732 0.193
H -2.148 -3.890 1.912
H -1.131 -1.679 0.954
H -2.449 -1.577 2.186
H -2.686 -1.283 0.424
*
```

Density functional theory data (ωB97M-V/def2-TZVPD) for 14 unconnected molecules or ions with the total composition C22H67FN2O20S.

Computed properties:
LUMO energy   -0.90 eV
Highest occupied orbital energy   -9.5 eV
Orbital gap   8.57 eV

Structure (ORCA input):
```
! RIJCOSX wB97M-V def2-TZVPD def2/J DEFGRID3
* xyz 0 1
C 4.274 -0.877 3.605
C 3.865 0.586 2.906
C 2.255 0.449 2.506
O 1.866 1.540 1.599
C 0.415 1.805 1.635
C -0.533 0.469 1.594
O -1.331 0.699 0.344
S -2.954 1.173 0.711
O -3.398 2.621 0.394
O -3.773 0.172 -0.142
O -2.963 0.973 2.426
C -1.713 0.251 2.711
C -1.385 0.412 4.309
N -1.077 1.859 4.736
C -2.083 -1.377 2.618
O -2.292 -2.000 1.424
N -2.235 -2.277 3.845
C -2.728 -3.642 3.365
O -4.063 -3.858 3.379
F -1.806 -4.699 2.876
H 3.599 -1.698 3.097
H 5.409 -1.133 3.474
H 3.950 -0.862 4.753
H 4.483 0.736 1.896
H 4.068 1.428 3.693
H 1.580 0.359 3.463
H 2.187 -0.557 1.870
H 0.210 2.534 2.533
H 0.178 2.439 0.651
H -0.072 -0.582 1.364
H -2.397 0.143 4.884
H -0.572 -0.324 4.727
H -1.978 2.417 4.674
H -0.907 1.806 5.785
H -1.297 -2.477 4.283
C -2.703 5.628 5.804
O -3.049 4.379 5.235
H -2.771 5.555 6.892
H -1.680 5.888 5.522
H -3.396 6.395 5.449
H -2.979 4.474 4.270
C -3.838 -1.817 -3.309
O -3.262 -2.435 -2.172
H -4.232 -2.591 -3.972
H -4.652 -1.160 -2.994
H -3.074 -1.242 -3.838
H -2.920 -1.724 -1.603
C -0.320 -3.236 -3.723
O 0.046 -3.579 -2.399
H 0.401 -3.677 -4.416
H -1.316 -3.628 -3.940
H -0.311 -2.149 -3.834
H -0.611 -3.174 -1.807
C -3.320 8.888 3.364
O -2.954 8.546 4.688
H -2.599 8.448 2.671
H -4.316 8.497 3.147
H -3.311 9.975 3.252
H -3.611 8.950 5.280
C 1.572 -4.925 1.567
O 1.606 -4.060 2.687
H 2.462 -5.558 1.580
H 0.680 -5.553 1.617
H 1.564 -4.333 0.648
H 0.804 -3.511 2.648
C 5.472 -6.573 2.818
O 5.506 -5.708 3.938
H 6.362 -7.206 2.831
H 4.580 -7.201 2.867
H 5.464 -5.980 1.899
H 4.704 -5.158 3.899
C 3.280 1.610 -1.959
O 3.646 1.267 -0.635
H 4.001 1.169 -2.651
H 2.284 1.218 -2.175
H 3.289 2.697 -2.070
H 2.989 1.672 -0.043
C -0.288 -3.010 6.927
O 0.107 -1.758 6.399
H -1.351 -3.162 6.723
H 0.289 -3.806 6.450
H -0.122 -3.021 8.007
H 1.053 -1.651 6.595
C 1.872 1.602 -5.906
O 1.906 2.467 -4.785
H 2.762 0.968 -5.892
H 0.980 0.974 -5.856
H 1.864 2.194 -6.824
H 1.104 3.016 -4.824
C 5.708 2.732 -6.053
O 5.363 1.482 -6.622
H 5.640 2.659 -4.965
H 6.731 2.991 -6.335
H 5.015 3.499 -6.408
H 5.432 1.578 -7.587
C -5.967 -2.503 -6.943
O -4.768 -3.256 -6.964
H -5.779 -1.524 -7.390
H -6.735 -3.023 -7.519
H -6.297 -2.372 -5.910
H -4.965 -4.118 -6.561
C -0.511 -3.755 -7.796
O -0.477 -2.890 -6.675
H 0.379 -4.388 -7.782
H -1.403 -4.383 -7.746
H -0.520 -3.162 -8.714
H -1.279 -2.340 -6.714
C -0.490 4.981 -2.564
O 0.059 4.699 -3.838
H -0.785 4.043 -2.089
H 0.260 5.480 -1.946
H -1.368 5.621 -2.678
H 0.312 5.549 -4.236
*
```

Density functional theory data (ωB97M-V/def2-TZVPD) for 11 unconnected molecules or ions with the total composition H21O11.

Computed properties:
Energy above the lowest of the compared OMol25 structures with the same formula, charge and spin   363.0 kJ/mol
LUMO energy   2.55 eV
Highest occupied orbital energy   -6.7 eV
Orbital gap   9.23 eV

Structure (ORCA input):
```
! RIJCOSX wB97M-V def2-TZVPD def2/J DEFGRID3
* xyz -1 1
O -1.324 2.465 -1.929
H -2.222 2.083 -2.126
H 0.344 2.621 2.435
O -0.104 1.936 2.891
H 2.618 -1.685 -3.041
H 2.734 1.733 -1.436
O -4.540 0.213 0.586
H 3.070 -0.379 -3.388
H 3.423 -0.968 2.793
O 2.036 -0.331 -1.754
H 3.849 -2.316 2.438
H 0.866 -0.098 1.056
O -2.601 0.016 2.499
H -1.726 -2.665 0.021
H -0.694 1.744 -1.671
O 3.463 -1.979 3.144
H -0.419 -3.060 0.815
H 1.503 1.967 -0.651
O 2.199 2.583 -1.149
H -4.439 -0.695 0.072
O 3.007 -1.236 -3.842
H -4.899 0.757 -0.120
H -0.873 -0.012 -0.134
O -1.891 -0.302 -0.480
H -1.474 -0.797 -1.225
H 0.259 1.187 2.385
O -1.239 -3.336 0.462
H -1.821 0.403 2.865
H 1.347 0.046 -2.373
O 0.440 0.122 0.314
H -2.529 0.114 1.549
H 1.635 -0.129 -1.005
*
```

Density functional theory data (ωB97M-V/def2-TZVPD) for a single CH2O4S2 molecule.

Computed properties:
Energy above the lowest of the compared OMol25 structures with the same formula, charge and spin   237.7 kJ/mol
LUMO energy (spin up / spin down)   -2.18 / -2.18 eV
Highest occupied orbital energy (spin up / spin down)   -9.1 / -9.1 eV
Orbital gap (spin up / spin down)   6.87 / 6.87 eV

Structure (ORCA input):
```
! RIJCOSX wB97M-V def2-TZVPD def2/J DEFGRID3
* xyz 0 1
C 0.116 -0.354 1.293
O 1.644 -1.194 -0.737
O 1.610 1.311 -0.105
O -2.712 0.635 -0.991
O -0.348 0.269 -1.290
S 1.191 -0.013 0.029
S -1.725 -0.014 -1.747
H 0.188 -1.270 1.843
H 0.036 0.629 1.705
*
```

Density functional theory data (ωB97M-V/def2-TZVPD) for a molecular structure, C2H4N3O.

Computed properties:
Energy above the lowest of the compared OMol25 structures with the same formula, charge and spin   450.9 kJ/mol
LUMO energy (spin up / spin down)   -4.01 / -10.87 eV
<S²>   2.01
Highest occupied orbital energy (spin up / spin down)   -11.5 / -16.4 eV
Orbital gap (spin up / spin down)   7.49 / 5.51 eV

Structure (ORCA input):
```
! RIJCOSX wB97M-V def2-TZVPD def2/J DEFGRID3
* xyz 1 3
C -0.156 -1.612 0.347
C -0.223 0.629 -0.663
N -0.296 -2.768 -1.229
N 0.052 -3.130 -2.202
N -0.226 -0.426 0.334
O 0.482 -3.496 -3.179
H -0.038 -2.523 0.881
H 0.680 1.199 -0.277
H -0.113 0.119 -1.629
H -1.066 1.305 -0.640
*
```

Density functional theory data (ωB97M-V/def2-TZVPD) for a gas-phase ion, C5H12N2O (charge -1).

Computed properties:
Energy above the lowest of the compared OMol25 structures with the same formula, charge and spin   164.8 kJ/mol
LUMO energy (spin up / spin down)   4.25 / 4.16 eV
<S²>   0.75
Highest occupied orbital energy (spin up / spin down)   -2.1 / -2.1 eV
Orbital gap (spin up / spin down)   6.39 / 6.22 eV

Structure (ORCA input):
```
! RIJCOSX wB97M-V def2-TZVPD def2/J DEFGRID3
* xyz -1 2
C -0.938 -0.243 0.645
N -0.364 0.758 -0.212
C -0.418 0.319 -1.585
C 0.415 -0.877 -1.915
C 1.848 -0.841 -1.566
O 2.098 -0.394 -0.239
C -0.692 0.139 2.099
N -1.256 1.469 2.331
H -0.538 -1.257 0.499
H -2.032 -0.345 0.494
H 1.317 0.226 -0.049
H -0.041 1.162 -2.198
H -1.477 0.123 -1.878
H -0.076 -1.747 -2.331
H 2.403 -0.135 -2.189
H 2.390 -1.793 -1.623
H 0.400 0.114 2.251
H -1.164 -0.588 2.788
H -0.881 1.907 3.154
H -0.996 2.004 1.522
*
```

Across the entries above, calculated total energy takes the values -21549.73922; -28775.18267; -11000.44558; -8258.90414; -8367.71222; -7805.60581; -12668.40848; -81367.94484; -22863.17233; -30925.76021; -8638.99813; -10404.79624 eV, respectively.